1) Here is C49H36N5Y as an isolated structure from the Open Molecules 2025 dataset. Energies are from ωB97M-V with the def2-TZVPD basis set.

```
91
C49H36N5Y (ωB97M-V with the def2-TZVPD basis set)
Y -0.500 -0.420 0.041
C 5.585 -2.970 4.472
C 4.577 -3.789 3.986
C 3.590 -3.265 3.163
C 3.599 -1.916 2.818
C 4.612 -1.100 3.313
C 5.602 -1.623 4.133
C 2.530 -1.351 1.940
C 2.487 -1.775 0.625
C 3.385 -2.732 0.012
C 2.898 -3.011 -1.214
C 1.698 -2.194 -1.404
N 1.524 -1.448 -0.297
C 0.904 -2.076 -2.589
C 0.405 -0.802 -2.951
C 0.314 -0.273 -4.314
C 0.006 1.035 -4.214
C -0.186 1.330 -2.797
C -0.687 2.505 -2.256
C -0.981 3.630 -3.197
C -1.990 3.519 -4.151
C -2.268 4.565 -5.019
C -1.537 5.742 -4.940
C -0.531 5.866 -3.992
C -0.258 4.817 -3.126
C -1.022 2.729 -0.885
N -0.791 1.874 0.131
C -1.294 2.420 1.280
C -1.010 1.934 2.562
C -1.664 2.591 3.733
C -1.255 3.845 4.177
C -1.860 4.427 5.282
C -2.878 3.762 5.952
C -3.291 2.512 5.513
C -2.684 1.930 4.408
C -0.040 0.958 2.866
C 0.526 0.701 4.162
C 1.565 -0.160 3.975
C 1.618 -0.454 2.566
N 0.639 0.226 1.935
C -1.942 3.663 0.953
C -1.749 3.870 -0.378
N 0.105 0.193 -2.091
C 0.632 -3.230 -3.503
C 1.273 -4.474 -3.440
C 0.938 -5.511 -4.296
C -0.069 -5.358 -5.238
C -0.761 -4.160 -5.278
C -0.427 -3.127 -4.415
H 6.355 -3.379 5.115
H 4.553 -4.839 4.250
H 2.799 -3.901 2.785
H 4.623 -0.049 3.048
H 6.386 -0.978 4.506
H 4.293 -3.105 0.458
H 3.379 -3.618 -1.958
H 0.553 -0.828 -5.206
H -0.068 1.750 -5.018
H -2.563 2.600 -4.209
H -3.058 4.459 -5.752
H -1.752 6.559 -5.617
H 0.044 6.781 -3.926
H 0.528 4.912 -2.385
H -0.455 4.359 3.659
H -1.531 5.400 5.624
H -3.347 4.217 6.815
H -4.083 1.986 6.029
H -2.998 0.952 4.061
H 0.200 1.144 5.090
H 2.236 -0.553 4.722
H -2.443 4.311 1.655
H -2.070 4.720 -0.959
H 2.028 -4.673 -2.705
H 1.467 -6.452 -4.213
H -0.330 -6.172 -5.902
H -1.583 -4.027 -5.970
H -1.029 -2.230 -4.438
C -2.601 -2.537 -0.130
C -1.333 -3.080 0.144
C -0.920 -2.602 1.409
C -1.932 -1.752 1.905
C -2.970 -1.714 0.953
H -3.194 -2.743 -1.010
H -0.787 -3.778 -0.475
H -0.014 -2.877 1.931
H -1.925 -1.270 2.873
H -3.899 -1.172 1.066
N -2.755 0.145 -1.413
H -3.580 0.119 -0.829
H -2.854 -0.560 -2.133
H -2.712 1.052 -1.865
```

Summary:
E_HOMO = -6.742 eV
frontier orbital gap = 0.1995 hartree

2) Here is C49H36N5Y as an isolated structure from the Open Molecules 2025 dataset. Energies are from ωB97M-V with the def2-TZVPD basis set.

```
91
C49H36N5Y (ωB97M-V with the def2-TZVPD basis set)
Y 0.001 -0.078 -0.088
C -5.221 -2.673 -5.545
C -3.984 -2.235 -5.983
C -3.039 -1.795 -5.076
C -3.322 -1.769 -3.714
C -4.568 -2.211 -3.281
C -5.506 -2.664 -4.192
C -2.319 -1.229 -2.762
C -2.573 0.042 -2.228
C -3.560 0.946 -2.738
C -3.492 2.071 -1.977
C -2.486 1.845 -0.984
N -1.907 0.638 -1.184
C -2.124 2.779 0.042
C -0.760 3.059 0.291
C -0.219 4.356 0.616
C 1.133 4.255 0.526
C 1.429 2.896 0.158
C 2.708 2.403 -0.124
C 3.852 3.337 0.038
C 4.406 3.919 -1.098
C 5.466 4.800 -0.995
C 5.998 5.102 0.248
C 5.461 4.520 1.384
C 4.391 3.647 1.282
C 3.011 1.133 -0.641
N 2.118 0.162 -0.977
C 2.846 -0.917 -1.401
C 2.319 -2.146 -1.823
C 3.261 -3.281 -1.997
C 3.326 -4.262 -1.012
C 4.216 -5.314 -1.129
C 5.044 -5.411 -2.233
C 4.979 -4.442 -3.219
C 4.097 -3.383 -3.102
C 0.966 -2.378 -2.121
C 0.456 -3.518 -2.839
C -0.842 -3.247 -3.136
C -1.137 -1.958 -2.570
N -0.036 -1.476 -1.924
C 4.250 -0.599 -1.348
C 4.353 0.672 -0.888
N 0.259 2.196 0.033
C -3.170 3.409 0.840
C -2.855 4.012 2.071
C -3.837 4.461 2.932
C -5.178 4.315 2.614
C -5.516 3.686 1.426
C -4.536 3.232 0.568
H -5.959 -3.016 -6.254
H -3.750 -2.240 -7.036
H -2.075 -1.444 -5.414
H -4.800 -2.205 -2.227
H -6.463 -3.019 -3.845
H -4.168 0.776 -3.607
H -3.990 3.005 -2.152
H -0.792 5.250 0.779
H 1.858 5.038 0.658
H 3.986 3.678 -2.062
H 5.879 5.244 -1.889
H 6.826 5.789 0.329
H 5.881 4.740 2.355
H 3.973 3.194 2.168
H 2.687 -4.190 -0.145
H 4.263 -6.065 -0.356
H 5.734 -6.237 -2.326
H 5.620 -4.516 -4.084
H 4.048 -2.629 -3.872
H 1.027 -4.392 -3.087
H -1.544 -3.851 -3.682
H 5.038 -1.262 -1.647
H 5.240 1.257 -0.732
H -1.824 4.085 2.380
H -3.552 4.910 3.875
H -5.944 4.659 3.293
H -6.556 3.524 1.176
H -4.846 2.699 -0.312
C 1.196 -0.773 2.884
C -0.036 -1.316 3.250
C -0.462 -2.177 2.242
C 0.504 -2.176 1.212
C 1.561 -1.295 1.637
H 1.790 -0.099 3.480
H -0.563 -1.107 4.166
H -1.364 -2.771 2.251
H 0.615 -2.976 0.485
H 2.567 -1.277 1.233
N -1.913 0.398 1.845
H -2.737 0.942 1.597
H -1.468 0.872 2.629
H -2.238 -0.496 2.209
```

Summary:
E_HOMO (spin up / spin down) = -6.698 / -6.695 eV
frontier orbital gap (spin up / spin down) = 0.1912 / 0.1912 hartree

What should be chosen as the least stable of them? Choose 2).

1) Here is one molecule with the formula C3H8FN from the Open Molecules 2025 dataset. Energies are from ωB97M-V with the def2-TZVPD basis set.

```
13
C3H8FN (ωB97M-V with the def2-TZVPD basis set)
C 1.901 -0.399 -0.063
N 0.455 -0.548 -0.157
C -0.380 0.513 0.135
C -1.890 0.302 -0.160
F -2.089 -1.088 0.057
H 2.568 -1.251 -0.144
H 2.369 0.388 -0.616
H 1.923 -0.010 0.895
H 0.126 -1.410 0.157
H -0.166 0.876 1.206
H -0.124 1.383 -0.507
H -2.046 0.437 -1.292
H -2.646 0.807 0.488
```

Summary:
SMILES = CNCCF
E_HOMO = -8.282 eV
frontier orbital gap = 0.3478 hartree

2) Here is one molecule with the formula C3H8FN from the Open Molecules 2025 dataset. Energies are from ωB97M-V with the def2-TZVPD basis set.

```
13
C3H8FN (ωB97M-V with the def2-TZVPD basis set)
C -0.547 1.279 0.301
C 0.345 0.028 -0.056
C -0.157 -1.249 0.697
N 0.478 -0.012 -1.465
F 1.556 0.356 0.482
H -0.227 2.081 -0.457
H -1.574 1.161 0.072
H -0.504 1.622 1.254
H 0.304 -2.233 0.418
H -1.276 -1.217 0.672
H 0.134 -1.177 1.793
H 0.039 -0.916 -1.850
H 1.428 0.276 -1.861
```

Summary:
SMILES = CC(C)(N)F
E_HOMO = -9.367 eV
frontier orbital gap = 0.3828 hartree

What should be chosen as the least stable of them? Choose 1).

1) Here is one molecule with the formula C3H2N2O2 from the Open Molecules 2025 dataset. Energies are from ωB97M-V with the def2-TZVPD basis set.

```
9
C3H2N2O2 (ωB97M-V with the def2-TZVPD basis set)
H -1.759 -2.108 -0.191
N -1.826 -1.098 -0.064
C -0.822 -0.367 0.138
C -0.981 1.070 0.255
N -0.779 2.206 0.303
O 0.550 -0.699 0.339
C 1.583 0.133 -0.132
O 1.454 1.122 -0.780
H 2.580 -0.257 0.133
```

Summary:
SMILES = [H]/N=C(/C#N)OC=O
E_HOMO = -11.241 eV
frontier orbital gap = 0.4063 hartree

2) Here is one molecule with the formula C3H2N2O2 from the Open Molecules 2025 dataset. Energies are from ωB97M-V with the def2-TZVPD basis set.

```
9
C3H2N2O2 (ωB97M-V with the def2-TZVPD basis set)
O 1.924 0.669 1.525
C 1.145 -0.228 1.364
C 0.147 -0.276 0.349
N -0.772 -0.943 -0.127
C -1.208 -0.109 -1.188
N -0.620 1.027 -1.391
O 0.342 1.418 -0.662
H 1.058 -1.148 1.949
H -2.014 -0.410 -1.818
```

Summary:
E_HOMO = -10.011 eV
frontier orbital gap = 0.3171 hartree

What should be chosen as the least stable of them? Choose 2).